No. 1
C3H6N4O in the gas phase at a distorted geometry, computed with ωB97M-V with the def2-TZVPD basis set.

Geometry as XYZ:
```
14
Properties=species:S:1:pos:R:3:forces:R:3:lowdin_charge:R:1
C 1.403 0.270 0.188 -0.670 0.559 -2.016 -0.19
C 0.060 -0.094 0.649 -1.160 0.928 0.458 -0.31
N -2.061 -0.014 -0.469 -0.103 0.062 0.404 0.09
N -0.339 -0.540 1.845 0.081 -0.443 -0.554 0.20
O 2.102 -0.783 -0.443 0.040 -0.064 0.374 -0.04
N -0.735 0.392 -0.294 0.637 -0.861 0.046 -0.06
C 0.445 1.005 -1.206 1.078 -0.703 1.755 -0.38
N 0.587 1.493 -2.263 -0.101 0.085 -0.458 0.05
H 2.142 -0.606 -1.394 -0.070 0.192 0.151 0.09
H 2.019 0.809 0.910 0.033 0.046 -0.154 0.13
H -2.539 0.677 -1.037 0.119 -0.030 0.054 0.09
H -2.104 -0.919 -0.934 0.137 0.218 -0.094 0.10
H 0.341 -0.969 2.448 -0.120 -0.059 -0.014 0.12
H -1.321 -0.720 2.001 0.099 0.070 0.048 0.11
```
Positions in Å, forces in eV/Å.

Summary:
Frontier orbital gap   0.290 Ha
HOMO level   -7.6 eV
Charge   0
Energy above the lowest of the compared OMol25 structures with the same formula, charge and spin   4.6214 eV
Multiplicity   1
Strongest force on any atom   2.20 eV/A

---

No. 2
C3H6N4O in the gas phase at a distorted geometry, computed with ωB97M-V with the def2-TZVPD basis set.

Geometry as XYZ:
```
14
Properties=species:S:1:pos:R:3:forces:R:3:lowdin_charge:R:1
N -2.571 -0.880 -0.147 0.144 0.964 -0.040 0.02
N -1.765 0.273 0.144 -0.731 -0.032 -0.096 -0.06
C -0.393 0.255 0.098 1.423 0.870 -0.488 -0.34
C 0.440 1.425 0.007 -1.705 -0.847 0.153 -0.05
C 1.726 1.025 -0.034 1.858 -1.413 -0.377 -0.06
N 1.640 -0.314 0.086 -0.094 0.314 -0.274 -0.26
O 2.704 -1.175 0.080 -0.285 0.001 -0.142 0.05
N 0.392 -0.832 0.081 -0.325 0.400 0.649 0.13
H -2.022 -1.665 -0.452 0.739 0.096 -0.508 0.06
H -2.900 -1.169 0.741 -0.609 -0.481 0.993 0.05
H -2.298 1.153 0.027 1.091 -1.092 -0.222 0.15
H 0.060 2.379 -0.018 -0.570 2.053 -0.150 0.07
H 2.723 1.458 -0.291 -1.288 -0.163 0.680 0.15
H 2.265 -1.931 -0.321 0.352 -0.669 -0.178 0.10
```
Positions in Å, forces in eV/Å.

Summary:
Frontier orbital gap   0.317 Ha
HOMO level   -7.6 eV
Charge   0
Energy above the lowest of the compared OMol25 structures with the same formula, charge and spin   4.2312 eV
Multiplicity   1
Strongest force on any atom   2.36 eV/A

---

No. 3
C3H6N4O in the gas phase at a distorted geometry, computed with ωB97M-V with the def2-TZVPD basis set.

Geometry as XYZ:
```
14
Properties=species:S:1:pos:R:3:forces:R:3:lowdin_charge:R:1
H 0.944 1.650 3.017 0.667 0.193 2.051 0.01
N 0.168 1.436 2.453 0.192 -2.030 -3.708 0.10
C 0.837 0.875 1.467 1.495 3.809 1.306 -0.26
N 0.447 0.754 0.155 -8.073 -0.354 7.137 0.08
C 1.049 0.223 -0.830 -7.725 -2.600 -3.323 -0.60
O 2.120 0.121 -1.155 8.265 -0.380 -1.783 0.18
C -0.110 -0.366 -1.822 2.875 -0.685 -3.182 -0.09
N -1.204 -0.961 -1.700 -1.224 -0.041 1.815 -0.05
N -1.785 -0.934 -0.332 -0.718 -5.360 0.742 -0.08
H 1.907 0.865 1.496 0.988 -0.529 0.556 0.11
H -0.632 0.300 0.430 2.510 1.710 -2.455 0.20
H 0.266 -0.541 -2.941 -0.443 0.908 2.354 0.14
H -2.661 -1.592 -0.454 1.252 2.540 -0.156 0.11
H -1.346 -1.832 0.217 -0.062 2.818 -1.354 0.14
```
Positions in Å, forces in eV/Å.

Summary:
Frontier orbital gap   0.365 Ha
HOMO level   -9.5 eV
Charge   0
Energy above the lowest of the compared OMol25 structures with the same formula, charge and spin   5.1776 eV
Multiplicity   1
Strongest force on any atom   10.78 eV/A

---

No. 4
A molecular structure, C3H6N4O at a distorted geometry, computed with ωB97M-V with the def2-TZVPD basis set.

Geometry as XYZ:
```
14
Properties=species:S:1:pos:R:3:forces:R:3:lowdin_charge:R:1
C -1.394 0.510 0.588 -0.087 0.221 0.625 -0.22
N 0.778 1.475 -0.240 -1.293 -2.661 -2.609 0.08
C 1.771 -0.415 -0.468 0.177 2.277 -1.594 -0.53
C 0.051 0.427 0.200 -0.311 0.290 4.566 -0.33
N -2.151 -0.701 0.340 -0.009 -0.088 -0.148 0.00
O 2.710 -1.295 -0.793 0.142 -0.203 0.036 0.10
N 1.638 0.750 -1.113 3.932 0.051 0.720 0.08
N 0.829 -0.644 0.459 -2.333 0.371 -1.269 0.18
H 2.553 -2.097 -0.276 -0.052 0.075 -0.115 0.12
H 0.380 2.321 -0.625 -0.151 -0.260 -0.203 0.14
H -2.111 -0.943 -0.647 -0.007 -0.047 0.195 0.07
H -1.738 -1.468 0.860 -0.021 0.018 -0.127 0.07
H -1.456 0.734 1.662 -0.055 0.053 -0.180 0.12
H -1.861 1.346 0.053 0.067 -0.098 0.103 0.11
```
Positions in Å, forces in eV/Å.

Summary:
Frontier orbital gap   0.341 Ha
HOMO level   -8.8 eV
Charge   0
Energy above the lowest of the compared OMol25 structures with the same formula, charge and spin   2.2555 eV
Multiplicity   1
Strongest force on any atom   4.59 eV/A

---

No. 5
A molecular structure, C3H6N4O at a distorted geometry, computed with ωB97M-V with the def2-TZVPD basis set.

Geometry as XYZ:
```
14
Properties=species:S:1:pos:R:3:forces:R:3:lowdin_charge:R:1
C -1.663 1.327 -0.924 -0.591 -1.633 -2.941 -0.12
C 0.468 -0.120 0.644 -3.737 0.520 3.347 -0.29
C 1.051 -0.688 -0.440 -2.215 0.884 -1.202 -0.06
H -1.594 2.192 -0.006 -0.277 -2.368 -3.302 0.15
H -2.691 1.183 -1.610 2.597 1.229 1.944 0.11
H -0.729 1.211 -1.805 -2.468 1.333 2.707 0.12
H -1.393 -0.545 1.652 1.832 3.971 -2.220 0.24
H 0.726 -0.770 -1.525 0.818 0.047 1.903 0.15
H 2.987 -1.417 -0.088 0.488 -0.765 -1.846 0.14
N -0.972 0.425 0.914 1.842 -6.942 2.771 -0.06
N 2.037 -1.303 0.183 5.465 -1.363 -0.756 -0.04
N 2.220 -1.017 1.473 -0.973 -1.631 -0.155 -0.01
N 1.150 -0.463 1.802 -1.758 3.131 0.528 0.02
O -1.598 -0.013 -0.271 -1.024 3.585 -0.776 -0.35
```
Positions in Å, forces in eV/Å.

Summary:
Frontier orbital gap   0.370 Ha
HOMO level   -9.4 eV
Charge   0
Energy above the lowest of the compared OMol25 structures with the same formula, charge and spin   7.7908 eV
Multiplicity   1
Strongest force on any atom   7.70 eV/A

---

No. 6
2 unconnected molecules or ions with the total composition C3H6N4O2 at a distorted geometry, computed with ωB97M-V with the def2-TZVPD basis set.

Geometry as XYZ:
```
15
Properties=species:S:1:pos:R:3:forces:R:3:mulliken_spin:R:1
C 0.342 -0.166 0.811 1.145 -1.813 -6.069 0.37
C 0.008 0.497 1.945 -2.045 2.652 6.925 0.68
C 0.832 0.119 -1.453 3.217 -2.180 -4.645 0.57
N -1.137 -0.930 -2.206 -0.884 -0.481 -0.837 -0.01
N 0.258 0.408 -0.389 -1.730 1.436 7.046 0.04
N -1.589 -1.495 -1.356 1.147 1.322 -1.837 0.03
N -0.641 1.743 1.944 2.396 -0.803 4.711 0.18
O -1.997 -2.057 -0.437 -1.223 -1.488 2.241 0.04
O 1.706 -0.972 -1.691 -0.657 0.054 0.200 0.01
H 0.765 -1.153 0.795 0.253 -0.493 0.672 0.01
H 0.075 0.144 3.058 0.214 0.002 -2.679 0.02
H 0.620 0.740 -2.265 0.071 0.540 -1.505 0.02
H 1.587 -1.426 -2.566 -0.172 1.080 1.056 0.02
H -0.172 2.378 2.712 -1.664 -1.446 -2.015 0.02
H -0.657 2.171 1.099 -0.069 1.620 -3.265 -0.01
```
Positions in Å, forces in eV/Å.

Summary:
Frontier orbital gap (spin up / spin down)   0.209 / 0.301 Ha
HOMO level (spin up / spin down)   -4.8 / -9.7 eV
Charge   0
Energy above the lowest of the compared OMol25 structures with the same formula, charge and spin   1.0970 eV
Multiplicity   3
Strongest force on any atom   7.69 eV/A

---

No. 7
C3H6N4S in the gas phase at a distorted geometry, computed with ωB97M-V with the def2-TZVPD basis set.

Geometry as XYZ:
```
14
Properties=species:S:1:pos:R:3:forces:R:3:lowdin_charge:R:1
N 2.541 -0.925 -0.161 0.118 -0.003 -0.063 0.11
C 1.200 -0.577 -0.095 -0.741 -0.356 0.103 -0.47
N 0.188 -1.411 -0.086 0.251 0.548 -0.049 0.09
C -0.941 -0.599 -0.086 -0.071 0.096 0.046 -0.68
S -2.588 -1.208 -0.166 0.067 0.071 -0.090 0.76
C -0.590 0.725 -0.072 0.063 -0.547 -0.052 -0.41
N -1.307 1.922 -0.001 -1.129 -0.146 0.151 0.08
N 0.787 0.723 -0.076 0.165 0.032 -0.069 0.15
H 3.053 -0.629 0.660 0.111 -0.106 -0.035 0.09
H 2.617 -1.927 -0.295 0.065 0.140 0.108 0.09
H -2.685 -1.721 1.070 0.086 0.043 0.030 -0.14
H -1.369 2.389 -0.908 -0.065 -0.182 0.369 0.09
H -2.270 1.695 0.326 0.995 0.393 -0.448 0.09
H 1.365 1.543 -0.110 0.086 0.016 -0.001 0.16
```
Positions in Å, forces in eV/Å.

Summary:
Frontier orbital gap   0.316 Ha
HOMO level   -7.8 eV
Charge   0
Energy above the lowest of the compared OMol25 structures with the same formula, charge and spin   0.0000 eV
Multiplicity   1
Strongest force on any atom   1.16 eV/A

---

No. 8
2 unconnected molecules or ions with the total composition C3H6N4S at a distorted geometry, computed with ωB97M-V with the def2-TZVPD basis set.

Geometry as XYZ:
```
14
Properties=species:S:1:pos:R:3:forces:R:3:lowdin_charge:R:1
C -0.626 0.082 0.748 0.817 1.961 -0.941 -0.16
C 0.197 -1.596 -0.995 2.459 -3.603 -1.707 -0.09
C 0.287 2.413 0.135 1.092 -3.939 1.977 -0.40
N -1.438 -0.021 1.768 0.517 0.221 -0.921 -0.03
N -1.727 -1.337 1.827 -0.873 -0.279 2.045 -0.08
N -1.105 -2.002 0.973 -0.214 -2.027 -1.053 -0.01
N -0.406 -1.171 0.215 -0.390 2.052 0.628 -0.21
S 1.108 2.033 -1.295 2.682 0.558 1.371 0.72
H -0.404 -2.271 -1.686 -0.313 1.421 1.065 0.09
H 0.622 -0.783 -1.596 -0.240 -0.180 0.566 0.04
H 1.049 -2.443 -0.826 -1.426 2.377 0.188 0.13
H -0.614 2.885 0.121 -2.527 1.156 -0.436 -0.02
H 0.700 2.321 1.162 0.178 0.266 -1.180 0.05
H 2.356 1.889 -0.551 -1.763 0.016 -1.602 -0.02
```
Positions in Å, forces in eV/Å.

Summary:
Frontier orbital gap (spin up / spin down)   0.304 / 0.271 Ha
HOMO level (spin up / spin down)   -9.3 / -8.7 eV
Charge   0
Energy above the lowest of the compared OMol25 structures with the same formula, charge and spin   6.4854 eV
Multiplicity   1
Strongest force on any atom   4.68 eV/A

---

No. 9
C3H6N6 in the gas phase at a distorted geometry, computed with ωB97M-V with the def2-TZVPD basis set.

Geometry as XYZ:
```
15
Properties=species:S:1:pos:R:3:forces:R:3:lowdin_charge:R:1
H -2.964 -0.445 -0.190 0.448 -0.595 1.011 0.03
N -2.258 -1.134 0.152 -0.951 1.052 -0.929 0.10
C -1.068 -0.641 0.079 -0.823 0.315 -0.538 -0.46
C -0.010 -1.584 -0.045 3.290 0.746 -0.067 -0.02
N 1.277 -1.256 -0.048 -3.227 -1.852 -0.902 0.14
C 1.520 0.088 -0.062 2.218 1.169 1.851 -0.48
N 2.897 0.341 0.122 1.229 -3.765 0.000 0.07
N 0.662 1.063 -0.008 0.124 -1.399 -0.794 0.14
N -0.647 0.627 -0.118 0.518 2.049 0.679 -0.19
N -1.497 1.760 -0.035 -4.418 -2.261 0.558 0.05
H -0.434 -2.536 -0.291 0.686 -1.001 0.471 0.11
H 3.565 -0.616 0.165 -2.744 3.945 -0.391 0.18
H 3.328 1.227 -0.074 -0.183 -0.071 -0.062 0.07
H -2.397 1.408 -0.615 2.475 1.401 1.221 0.12
H -1.973 1.699 0.967 1.358 0.267 -2.111 0.13
```
Positions in Å, forces in eV/Å.

Summary:
Frontier orbital gap   0.287 Ha
HOMO level   -8.2 eV
Charge   0
Energy above the lowest of the compared OMol25 structures with the same formula, charge and spin   5.1391 eV
Multiplicity   1
Strongest force on any atom   4.99 eV/A

---

No. 10
C3H6N6 in the gas phase at a distorted geometry, computed with ωB97M-V with the def2-TZVPD basis set.

Geometry as XYZ:
```
15
Properties=species:S:1:pos:R:3:forces:R:3:lowdin_charge:R:1
N 2.542 -0.912 -0.349 0.708 -0.293 -0.164 -0.02
N 2.543 0.421 0.044 0.222 -0.295 0.056 -0.05
C 1.449 1.033 0.135 -1.659 0.603 0.710 -0.22
N 0.155 0.465 -0.100 -1.107 -0.070 0.419 -0.07
C -1.017 1.272 0.013 0.295 -1.689 -0.272 -0.16
N -2.197 0.818 -0.133 -0.373 0.283 0.372 0.04
N -2.339 -0.566 -0.306 1.878 1.310 -0.888 0.00
C -1.295 -1.285 0.192 -0.430 -1.475 1.276 -0.22
N -0.114 -0.884 0.426 0.591 1.151 -0.673 0.08
H 3.516 -1.229 -0.358 -0.745 0.122 0.195 0.08
H 1.910 -1.567 0.132 0.304 0.835 -0.230 0.06
H 1.391 2.118 0.453 0.409 -1.330 -0.607 0.13
H -0.979 2.295 0.290 0.527 0.848 -0.024 0.11
H -3.282 -0.851 -0.230 -0.596 -0.456 0.226 0.11
H -1.512 -2.289 0.592 -0.024 0.455 -0.396 0.13
```
Positions in Å, forces in eV/Å.

Summary:
Frontier orbital gap   0.322 Ha
HOMO level   -7.9 eV
Charge   0
Energy above the lowest of the compared OMol25 structures with the same formula, charge and spin   5.2735 eV
Multiplicity   1
Strongest force on any atom   2.46 eV/A